# C32H76BN10O12S

A cluster of 10 separate species, C32H76BN10O12S in total (ωB97M-V with the def2-TZVPD basis set, OMol25).

Calculated values
Energy relative to the best compared isomer or geometry (same formula, charge and spin) in kcal/mol: 8.10
HOMO energy in Eh: -0.167
Multiplicity: 1
HOMO-LUMO gap in eV: 6.418
LUMO level in eV: 1.862
Charge: -1

Last column: Mulliken charge in e.
Element x y z (Å)
1 S -0.39558 -0.05999 5.25151  -0.401
2 O 3.11432 0.23591 5.21031  -0.655
3 O -5.13405 8.01833 -0.76388  -0.696
4 O -0.90158 -2.69689 -2.66025  -0.685
5 O -1.04411 2.32982 2.21427  -0.568
6 O 7.16688 0.89719 4.25821  -0.663
7 O -3.66883 6.13113 -5.47123  -0.663
8 O -5.77018 -0.69079 2.02478  -0.636
9 O 3.71496 -5.38844 -5.07226  -0.688
10 O -1.34801 4.09406 -2.17959  -0.643
11 O -1.08598 -2.81446 1.77702  -0.499
12 O 3.12601 -6.00593 -1.38569  -0.565
13 O -2.34052 1.02577 3.74364  -0.928
14 N -3.51203 4.78345 -7.25572  -0.182
15 N 2.39467 -1.75806 4.50126  0.031
16 N -0.46911 -4.19183 -1.02543  0.065
17 N -1.42790 6.24938 -1.54793  -0.064
18 N 3.12921 -3.22236 -5.05817  -0.128
19 N 6.65671 2.97353 4.90990  -0.148
20 N -5.30740 5.80430 -0.44643  -0.086
21 N -3.36367 -1.52238 4.42124  -0.771
22 N 3.91060 -7.57575 0.00687  -0.175
23 N -7.03361 -0.58059 0.17031  -0.163
24 C 3.87414 -4.26455 -4.61841  0.866
25 C -4.58841 -0.37587 -0.03062  -0.090
26 C -5.82580 -0.57084 0.81706  0.744
27 C -5.26465 6.90108 -1.24474  0.731
28 C -1.03695 0.53233 3.63366  1.413
29 C -0.94730 -0.57664 2.57008  -1.211
30 C 2.51209 -3.08807 3.95595  -1.002
31 C -1.17666 4.93046 -1.30105  0.877
32 C -3.33619 5.04835 -5.93196  0.787
33 C -0.67742 4.57300 0.07300  -1.323
34 C 3.17400 -1.83786 -4.63132  -0.835
35 C 3.38732 -0.87278 4.76441  1.170
36 C 4.28187 -7.83592 -2.41099  -1.331
37 C 4.58490 -8.80161 0.37263  -0.921
38 C -2.77454 3.95855 -5.05709  -0.847
39 C -5.34747 6.67799 -2.73636  -0.800
40 C -3.19311 3.55993 -7.95748  -0.826
41 C -0.25284 1.76991 3.21832  -1.336
42 C 3.72623 -7.05757 -1.23855  0.809
43 C -0.44849 -3.77603 -2.31884  0.777
44 C 8.85684 2.05359 5.50076  -1.368
45 C -2.91037 -2.11081 3.16828  -0.492
46 C -1.26251 7.36413 -0.63404  -0.927
47 C 0.19766 -4.70651 -3.33272  -1.121
48 C 4.90284 -3.97400 -3.54775  -1.389
49 C -7.28281 -0.43168 -1.24429  -0.865
50 C 6.86737 4.25267 5.55103  -0.852
51 C 7.50433 1.91753 4.83381  0.853
52 C 0.06147 -5.43788 -0.50921  -0.831
53 C -1.41034 -1.98274 2.92349  0.433
54 C -5.39453 4.41237 -0.83988  -0.739
55 C 4.81439 -1.27602 4.46955  -1.115
56 B -2.49108 1.99767 2.56455  1.220
57 H -0.84848 -2.38995 3.77217  0.180
58 H 0.85773 -5.24807 0.21066  0.149
59 H -7.89984 0.44548 -1.45446  0.278
60 H -0.21337 2.40151 4.12032  0.476
61 H -3.42051 -1.67729 2.29948  -0.139
62 H 1.46314 -1.39228 4.69409  -0.283
63 H -4.52049 3.85193 -0.50514  0.176
64 H -4.08131 3.11533 -8.41135  0.275
65 H -0.33210 -5.65659 -3.40988  0.418
66 H -3.72770 -0.35119 0.62890  -0.837
67 H 1.23596 -4.90994 -3.06668  0.221
68 H -0.90960 6.99145 0.32229  0.334
69 H 5.43775 -8.60764 1.02588  0.295
70 H 3.40008 -1.17512 -5.46844  0.290
71 H 3.51922 -7.00907 0.74288  0.228
72 H 1.98097 -3.17273 3.00453  0.270
73 H 3.94436 -1.70998 -3.87868  0.308
74 H 4.94847 -1.51042 3.41261  0.344
75 H -1.39165 4.86517 0.84266  0.334
76 H 0.10368 -0.62426 2.25255  0.351
77 H -0.71448 -6.02771 -0.01260  0.299
78 H 4.95067 -9.29650 -0.52099  0.330
79 H 3.55849 -3.32666 3.78374  0.441
80 H -1.53786 -0.25908 1.70779  0.070
81 H 2.44328 -3.48154 -5.74924  0.248
82 H -3.02521 1.42943 1.58485  -0.511
83 H 2.22208 -1.52966 -4.19690  0.282
84 H -0.86886 -3.54326 -0.36171  0.217
85 H 5.11016 -2.14662 5.05807  0.348
86 H -6.33954 -0.30912 -1.76627  0.324
87 H 0.69024 0.71000 5.26970  0.159
88 H 3.84094 -8.83245 -2.46600  0.432
89 H -4.35440 -1.69707 4.50947  0.334
90 H 7.86090 4.28729 5.98692  0.312
91 H 5.40900 -4.90463 -3.31455  0.223
92 H -3.28138 -0.50981 4.32481  0.463
93 H -3.13293 2.98424 2.92421  -0.328
94 H -6.28643 3.93896 -0.42482  0.309
95 H -3.15220 -3.18439 3.19608  0.540
96 H 0.76555 1.57373 2.86792  0.240
97 H 0.27169 5.07347 0.27624  0.397
98 H -1.74664 6.44712 -2.48457  0.195
99 H 0.48058 -6.02376 -1.31424  0.378
100 H -4.55599 6.01698 -3.08700  -0.085
101 H -4.47237 -1.17916 -0.76112  0.411
102 H 9.42999 2.87473 5.06887  0.361
103 H -2.70155 4.32867 -4.04199  -0.109
104 H 3.91109 -9.48834 0.88843  0.296
105 H -5.44404 4.34272 -1.92153  0.257
106 H -6.30317 6.23787 -3.02366  0.401
107 H 5.76188 2.80256 4.47488  0.228
108 H -7.78723 -1.30775 -1.65989  0.286
109 H -5.23034 6.01431 0.53627  0.229
110 H -0.52862 8.07984 -1.01299  0.316
111 H -0.54679 3.49986 0.15179  0.280
112 H 2.10016 -3.83592 4.63816  0.258
113 H -4.62529 0.57320 -0.56582  0.347
114 H -1.81897 -3.40528 1.64644  0.263
115 H -7.82007 -0.69778 0.78789  0.246
116 H 4.04542 -7.28759 -3.31938  0.182
117 H 4.42763 -3.59268 -2.64413  0.352
118 H 5.44597 -0.43100 4.71473  0.074
119 H -3.41837 3.07684 -5.07397  0.334
120 H -3.90673 5.54914 -7.77728  0.243
121 H 5.36446 -7.94956 -2.32924  0.394
122 H -5.23393 7.63767 -3.22957  0.304
123 H -2.45774 3.73107 -8.74639  0.281
124 H 6.78127 5.07298 4.83637  0.293
125 H -2.19633 7.89949 -0.47212  0.261
126 H 8.75136 2.23715 6.57039  0.377
127 H -2.77578 2.84214 -7.25911  0.309
128 H 5.63439 -3.24113 -3.89075  0.486
129 H -1.77347 3.65129 -5.36135  0.390
130 H 0.16507 -4.20987 -4.29852  0.226
131 H 9.39319 1.12274 5.34794  0.298
132 H 6.14018 4.41891 6.34734  0.290

Cartesian forces, eV/Å:
-0.390 -0.240 0.325
0.270 0.084 0.071
-0.039 0.088 -0.003
-0.119 0.105 -0.001
-0.251 -0.027 0.163
0.279 -0.042 -0.049
0.103 0.016 -0.132
-0.189 -0.193 0.106
0.005 -0.062 -0.014
-0.055 0.148 0.021
0.521 0.362 -0.048
0.057 0.029 -0.034
0.225 0.185 -0.299
0.060 -0.060 -0.122
0.102 0.032 0.080
-0.148 -0.151 -0.125
-0.038 0.063 -0.002
-0.050 0.064 -0.126
-0.062 0.118 -0.061
-0.100 0.025 0.019
0.209 -0.044 0.001
0.012 -0.019 0.077
-0.048 -0.058 0.010
0.092 0.032 0.160
-0.061 -0.132 0.023
0.222 0.243 -0.205
0.173 -0.166 0.001
-0.245 -0.317 -0.019
0.375 -0.065 -0.028
0.026 0.023 -0.069
0.058 0.076 -0.002
-0.179 0.014 0.207
-0.036 -0.090 -0.077
-0.084 -0.041 0.047
-0.301 -0.054 -0.180
-0.042 0.091 -0.028
-0.007 0.029 -0.012
-0.008 -0.019 -0.037
0.022 0.055 0.048
0.007 0.039 0.006
-0.289 0.256 -0.169
-0.016 -0.062 -0.058
0.222 -0.221 0.021
-0.014 -0.028 -0.060
-0.111 -0.011 0.027
0.076 -0.078 -0.063
0.011 0.138 0.027
-0.022 -0.037 -0.035
0.009 0.004 0.032
-0.007 -0.062 0.009
-0.139 0.073 0.095
-0.091 0.190 0.169
-0.025 -0.122 0.005
0.070 -0.020 -0.005
-0.119 0.056 0.093
0.143 -0.124 -0.109
-0.145 0.149 0.060
0.033 0.004 -0.008
0.014 0.024 0.019
0.140 0.163 -0.098
-0.017 -0.061 -0.058
-0.015 -0.085 -0.037
0.014 0.008 0.026
-0.021 0.003 0.031
0.010 -0.026 0.054
-0.022 0.048 -0.026
0.012 -0.086 -0.014
-0.021 0.064 0.014
0.014 0.024 -0.017
0.037 -0.025 -0.014
-0.008 0.021 -0.004
-0.012 0.018 -0.003
0.009 0.036 0.020
-0.018 -0.040 -0.002
0.009 -0.004 0.052
-0.134 -0.186 -0.019
-0.038 0.044 -0.051
0.022 -0.039 0.008
0.005 -0.038 -0.014
0.092 0.151 -0.009
-0.024 -0.009 0.004
0.151 0.303 0.279
-0.011 -0.028 0.034
0.154 0.203 -0.017
-0.003 -0.014 -0.022
0.001 0.000 -0.045
0.230 0.186 0.014
0.002 -0.003 0.018
-0.155 -0.090 0.003
0.014 0.035 0.019
0.005 -0.022 0.016
0.069 0.084 0.066
0.020 -0.053 -0.005
-0.009 0.023 0.015
0.051 0.034 -0.020
-0.013 -0.104 -0.021
-0.013 -0.005 0.036
-0.031 -0.028 0.014
0.086 -0.101 -0.057
0.005 0.014 -0.030
-0.017 -0.003 -0.013
0.006 0.011 0.004
0.031 -0.033 0.091
-0.027 0.003 -0.020
-0.005 -0.027 -0.036
-0.022 -0.025 0.023
-0.026 -0.038 0.039
0.023 -0.019 0.014
0.055 -0.025 0.026
0.049 -0.043 -0.011
-0.015 -0.028 -0.004
0.005 0.019 0.030
0.010 0.018 -0.004
-0.528 -0.402 0.039
-0.011 0.011 0.027
0.003 0.041 -0.022
-0.014 -0.025 0.015
0.079 -0.057 -0.006
0.020 -0.007 -0.007
-0.008 0.026 0.013
-0.008 -0.005 0.005
-0.010 0.012 -0.006
0.023 0.015 0.015
0.019 -0.012 -0.027
-0.164 -0.050 -0.004
-0.009 0.008 0.006
0.008 -0.040 -0.024
-0.005 0.013 -0.009
-0.008 -0.001 -0.065
-0.023 0.014 0.017
0.008 -0.012 -0.004
0.000 -0.026 0.019